Here is 2 unconnected molecules or ions with the total composition C5H11NO2 from the Open Molecules 2025 dataset. Energies are from wB97M-V/def2-TZVPD.

Geometry as XYZ:
```
19
Properties=species:S:1:pos:R:3:lowdin_charge:R:1
O 1.00 0.08 -2.85 0.054
O 0.99 -2.46 0.05 -0.098
N 0.94 -0.71 -0.76 0.109
C 1.04 -0.84 -2.08 -0.393
C -1.42 -0.43 -0.38 -0.026
C 0.24 1.62 -0.46 -0.011
C -0.03 0.14 -0.07 -0.554
C 0.34 0.19 1.39 -0.048
H 0.10 1.75 -1.50 0.063
H 0.54 -0.85 1.82 0.117
H 1.93 -2.69 -0.29 0.076
H -2.12 0.11 0.33 0.104
H -0.44 2.31 -0.04 0.087
H -1.40 -1.58 -0.29 0.107
H 1.38 -1.95 -2.41 0.167
H 1.08 0.79 1.67 0.040
H 1.09 2.05 -0.12 0.054
H -0.45 0.49 1.95 0.053
H -1.75 -0.41 -1.46 0.097
```

Lowest unoccupied orbital energy: -1.14 eV
Maximum force: 5.97 eV/A
Kohn-Sham gap: 9.0 eV
Net charge: 0
Energy relative to the best compared isomer or geometry (same formula, charge and spin): 127.0 kcal per mole
HOMO energy: -10.1 eV

Here is 2 unconnected molecules or ions with the total composition C5H11NO2 from the Open Molecules 2025 dataset. Energies are from wB97M-V/def2-TZVPD.

Geometry as XYZ:
```
19
Properties=species:S:1:pos:R:3:lowdin_charge:R:1
O 0.51 -1.37 2.27 0.042
O 0.62 -2.27 -3.00 -0.061
N -1.85 0.14 1.00 0.109
C -1.25 1.90 -0.56 0.013
C 1.38 0.29 0.77 -0.138
C 0.23 -0.04 -0.22 -0.163
C -1.02 0.75 0.09 -0.446
C 1.33 -0.51 2.03 -0.246
H 0.53 0.20 -1.25 0.103
H 0.04 -1.73 -3.55 0.043
H 2.35 0.11 0.27 0.122
H -1.61 -0.80 1.27 0.080
H -2.79 0.42 1.22 0.102
H -0.53 2.20 -1.31 0.045
H 2.13 -0.27 2.77 0.124
H 0.06 -1.11 -0.08 0.109
H -2.17 2.46 -0.51 0.046
H 0.73 -1.73 -2.19 -0.002
H 1.33 1.36 0.97 0.120
```

Lowest unoccupied orbital energy: 0.77 eV
Maximum force: 1.29 eV/A
Kohn-Sham gap: 8.9 eV
Net charge: 0
Energy relative to the best compared isomer or geometry (same formula, charge and spin): 38.4 kcal per mole
HOMO energy: -8.1 eV

Here is a molecular structure, C5H11NO2 from the Open Molecules 2025 dataset. Energies are from wB97M-V/def2-TZVPD.

Geometry as XYZ:
```
19
Properties=species:S:1:pos:R:3:lowdin_charge:R:1
O 2.04 -1.07 0.39 -0.042
O -0.28 -0.81 0.65 -0.134
N -2.45 0.44 0.88 0.143
C -0.05 0.27 -0.21 -0.188
C 1.98 0.16 -0.09 -0.329
C 2.40 1.29 0.82 -0.066
C -1.77 -0.24 0.08 -0.412
C -2.21 -1.16 -1.02 -0.024
H -1.40 -1.78 -1.39 0.086
H 1.89 1.21 1.78 0.090
H -3.00 -1.82 -0.64 0.088
H 3.48 1.22 1.00 0.083
H 1.04 -1.30 0.71 0.101
H 2.28 0.26 -1.14 0.123
H 0.01 0.09 -1.28 0.122
H 2.19 2.26 0.37 0.079
H -3.45 0.28 0.79 0.071
H -2.62 -0.57 -1.85 0.091
H -0.09 1.29 0.16 0.118
```

Lowest unoccupied orbital energy: 0.14 eV
Maximum force: 2.75 eV/A
Kohn-Sham gap: 8.5 eV
Net charge: 0
Energy relative to the best compared isomer or geometry (same formula, charge and spin): 128.1 kcal per mole
HOMO energy: -8.3 eV

Here is a single C5H11NO2 molecule from the Open Molecules 2025 dataset. Energies are from wB97M-V/def2-TZVPD.

Geometry as XYZ:
```
19
Properties=species:S:1:pos:R:3:lowdin_charge:R:1
O -0.98 -2.28 -1.29 0.088
O 2.18 2.48 0.04 -0.093
N -0.48 -1.91 1.60 0.041
C -0.11 1.42 -0.33 -0.113
C 0.20 0.12 0.64 -0.132
C 1.23 2.07 -0.89 -0.270
C -1.41 -1.35 -0.67 -0.250
C -0.96 -0.92 0.66 -0.368
H 1.15 3.06 -1.21 0.087
H 0.31 0.65 1.47 0.044
H 1.14 -0.42 0.47 0.127
H -0.85 1.99 0.33 0.129
H -0.58 1.10 -1.28 0.082
H -1.91 -0.61 -1.20 0.088
H -1.89 -0.41 1.17 0.182
H 1.67 1.40 -1.68 0.130
H 2.21 2.00 0.91 0.097
H -0.04 -2.73 1.20 0.085
H -1.17 -2.36 2.13 0.047
```

Lowest unoccupied orbital energy: 0.77 eV
Maximum force: 5.75 eV/A
Kohn-Sham gap: 10.3 eV
Net charge: 0
Energy relative to the best compared isomer or geometry (same formula, charge and spin): 78.7 kcal per mole
HOMO energy: -9.6 eV

Here is 2 unconnected molecules or ions with the total composition C5H11NO2 from the Open Molecules 2025 dataset. Energies are from wB97M-V/def2-TZVPD.

Geometry as XYZ:
```
19
Properties=species:S:1:pos:R:3:lowdin_charge:R:1
O 1.53 -1.26 0.30 0.005
O -0.68 1.99 0.12 0.024
N -0.42 0.40 1.76 0.151
C -1.66 -1.65 0.06 -0.101
C -0.80 0.65 0.45 -0.499
C 2.18 0.84 -0.70 -0.041
C -1.41 -0.24 -0.35 -0.150
C 1.44 -0.45 -0.60 -0.353
H -0.72 -2.14 0.32 0.062
H -1.34 2.22 -0.55 0.110
H 0.02 -0.51 1.86 0.084
H 2.79 1.00 0.19 0.085
H 2.80 0.85 -1.59 0.082
H 1.47 1.66 -0.78 0.066
H -2.14 -2.21 -0.74 0.070
H 0.87 -0.71 -1.53 0.124
H 0.16 1.14 2.13 0.102
H -2.30 -1.69 0.94 0.077
H -1.81 0.10 -1.30 0.102
```

Lowest unoccupied orbital energy: 0.76 eV
Maximum force: 1.65 eV/A
Kohn-Sham gap: 8.7 eV
Net charge: 0
Energy relative to the best compared isomer or geometry (same formula, charge and spin): 38.3 kcal per mole
HOMO energy: -8.0 eV

Here is 3 unconnected molecules or ions with the total composition C5H11NO2 from the Open Molecules 2025 dataset. Energies are from wB97M-V/def2-TZVPD.

Geometry as XYZ:
```
19
Properties=species:S:1:pos:R:3:lowdin_charge:R:1
O 1.23 -1.84 1.62 -0.066
O -1.82 -1.93 2.21 -0.063
N -0.87 0.58 -0.99 0.043
C -1.11 1.71 -0.27 -0.143
C 0.11 2.22 0.09 -0.106
C 1.01 -0.68 -2.03 -0.039
C 0.48 0.41 -1.18 -0.350
C 1.12 1.39 -0.47 -0.063
H -2.10 2.12 -0.17 0.100
H 0.71 -2.61 1.88 0.022
H -1.56 0.12 -1.55 0.147
H 0.36 3.15 0.57 0.091
H 2.17 1.58 -0.56 0.099
H -1.72 -2.61 1.52 0.038
H -2.04 -1.16 1.67 0.033
H 0.68 -1.67 -1.74 0.066
H 2.10 -2.22 1.42 0.036
H 0.81 -0.48 -3.09 0.079
H 2.09 -0.71 -1.93 0.075
```

Lowest unoccupied orbital energy: 0.57 eV
Maximum force: 0.95 eV/A
Kohn-Sham gap: 8.5 eV
Net charge: 0
Energy relative to the best compared isomer or geometry (same formula, charge and spin): 27.1 kcal per mole
HOMO energy: -7.9 eV

Here is 2 unconnected molecules or ions with the total composition C5H11NO2 from the Open Molecules 2025 dataset. Energies are from wB97M-V/def2-TZVPD.

Geometry as XYZ:
```
19
Properties=species:S:1:pos:R:3:lowdin_charge:R:1
O -1.12 1.29 -1.60 0.016
O -1.78 0.02 0.28 -0.154
N 0.49 -0.99 -0.79 -0.020
C 1.67 0.85 0.50 -0.105
C -1.37 0.19 -1.12 -0.331
C -1.96 1.21 1.04 -0.111
C 0.80 -2.09 -1.33 -0.061
C 1.20 -0.58 0.64 -0.171
H -1.84 -0.64 -1.67 0.138
H -1.23 1.22 1.85 0.078
H 0.55 -0.71 1.51 0.093
H 1.03 -3.10 -0.94 0.073
H 2.16 1.02 -0.46 0.081
H 2.39 1.08 1.29 0.079
H 2.05 -1.26 0.71 0.092
H -1.86 2.12 0.44 0.085
H -2.96 1.19 1.48 0.086
H 0.94 -2.37 -2.38 0.073
H 0.83 1.55 0.55 0.059
```

Lowest unoccupied orbital energy: 0.49 eV
Maximum force: 3.76 eV/A
Kohn-Sham gap: 9.9 eV
Net charge: 0
Energy relative to the best compared isomer or geometry (same formula, charge and spin): 90.1 kcal per mole
HOMO energy: -9.4 eV

Here is a gas-phase ion, C5H11NO2 (charge +1) from the Open Molecules 2025 dataset. Energies are from wB97M-V/def2-TZVPD.

Geometry as XYZ:
```
19
Properties=species:S:1:pos:R:3:lowdin_spin:R:1
O -1.25 -2.00 0.54 0.006
O -2.30 -0.05 -0.25 0.003
N 0.88 -0.37 -0.62 0.673
C 0.51 0.05 1.90 0.041
C 1.24 1.97 -1.43 0.013
C 1.83 0.63 -0.97 0.099
C -1.20 -0.78 0.34 0.010
C -0.01 0.09 0.51 0.043
H 2.64 0.66 -0.06 0.075
H -3.15 -0.56 -0.40 0.000
H 1.20 -1.34 -0.51 0.015
H 1.35 0.72 2.32 0.002
H -0.22 1.23 0.30 0.002
H -0.36 0.46 2.42 0.004
H 1.79 2.72 -0.84 -0.001
H 1.33 2.29 -2.52 0.003
H 2.38 0.12 -1.81 0.011
H 0.85 -0.99 2.27 -0.001
H 0.18 2.00 -1.26 0.000
```

Lowest unoccupied orbital energy (alpha / beta): -3.14 / -8.30 eV
Maximum force: 5.66 eV/A
Kohn-Sham gap (alpha / beta): 12.0 / 6.8 eV
Net charge: +1
Spin multiplicity: 2
Energy relative to the best compared isomer or geometry (same formula, charge and spin): 45.3 kcal per mole
<S²>: 0.7549
HOMO energy (alpha / beta): -15.2 / -15.1 eV

Here is 2 unconnected molecules or ions with the total composition C5H11NO2 from the Open Molecules 2025 dataset. Energies are from wB97M-V/def2-TZVPD.

Geometry as XYZ:
```
19
Properties=species:S:1:pos:R:3:lowdin_spin:R:1
O -0.46 2.21 -0.67 0.031
O 1.80 1.61 -0.49 0.827
N -1.89 -1.71 0.08 -0.033
C -1.37 -0.42 0.35 0.001
C 0.15 -0.70 0.53 0.005
C 0.40 -1.49 1.79 -0.011
C 0.80 2.34 -0.98 0.062
C 0.62 -1.48 -0.77 0.047
H -0.14 -2.26 -0.83 0.015
H 0.68 -0.74 -1.66 -0.001
H 0.58 0.28 0.44 0.009
H -2.92 -1.81 0.23 -0.001
H -1.61 0.27 -0.49 -0.030
H 1.53 -1.85 -0.57 0.001
H -1.68 -0.10 1.34 0.050
H 0.23 -0.90 2.61 -0.001
H -0.35 -2.29 1.93 -0.004
H 1.08 3.15 -1.70 0.032
H 1.43 -1.90 1.94 -0.001
```

Lowest unoccupied orbital energy (alpha / beta): -8.81 / -9.01 eV
Maximum force: 5.71 eV/A
Kohn-Sham gap (alpha / beta): 6.2 / 5.9 eV
Net charge: +1
Spin multiplicity: 2
Energy relative to the best compared isomer or geometry (same formula, charge and spin): 163.6 kcal per mole
<S²>: 1.3166
HOMO energy (alpha / beta): -15.0 / -14.9 eV

Here is a molecular structure, C5H11NO2S from the Open Molecules 2025 dataset. Energies are from wB97M-V/def2-TZVPD.

Geometry as XYZ:
```
20
Properties=species:S:1:pos:R:3:lowdin_charge:R:1
S 1.24 2.40 0.86 0.831
O -0.60 -3.35 -1.22 0.114
O -0.58 -1.46 -2.36 0.063
N -0.32 -2.13 1.36 0.054
C -0.41 -2.09 -1.29 -0.553
C 0.12 0.17 -0.16 -0.221
C -0.15 1.15 0.90 -0.470
C 0.75 3.16 -0.58 -0.464
C -0.62 -1.27 -0.02 -0.211
H -1.06 1.35 0.83 -0.008
H 1.24 2.49 -1.41 0.083
H 1.38 3.94 -0.52 -0.026
H -0.60 -1.76 2.13 -0.050
H -0.25 3.23 -0.77 0.026
H -0.64 -3.46 -0.12 0.187
H 1.43 -0.29 0.07 0.197
H -0.22 0.68 2.03 0.140
H -1.72 -0.98 0.20 0.167
H 0.79 -2.19 1.10 0.153
H 0.23 0.43 -1.05 -0.014
```

Lowest unoccupied orbital energy: 0.35 eV
Maximum force: 13.75 eV/A
Kohn-Sham gap: 9.0 eV
Net charge: 0
Energy relative to the best compared isomer or geometry (same formula, charge and spin): 141.5 kcal per mole
HOMO energy: -8.6 eV

Here is a single C5H11NO4S molecule from the Open Molecules 2025 dataset. Energies are from wB97M-V/def2-TZVPD.

Geometry as XYZ:
```
22
Properties=species:S:1:pos:R:3:lowdin_charge:R:1
S 0.56 -1.35 0.84 0.598
O 1.36 -2.39 1.23 -0.221
O -0.19 -0.50 1.89 -0.356
O 1.60 -0.33 0.31 -0.161
O 1.21 2.07 -0.39 0.050
N -0.86 1.40 -0.19 0.056
C 0.02 2.75 -2.26 -0.007
C -1.78 0.52 -0.65 -0.312
C -1.94 -0.87 -0.22 -0.219
C -0.67 -1.67 -0.34 -0.249
C 0.15 1.95 -0.90 -0.544
H -2.81 -1.41 -0.55 0.119
H -0.28 1.01 0.77 0.194
H -2.82 1.03 -0.68 0.158
H 1.07 3.35 -2.47 0.134
H -0.25 -2.09 -1.39 0.176
H -0.24 1.83 -3.06 0.122
H 1.39 0.63 0.36 0.032
H -0.86 -2.72 0.10 0.124
H -2.18 -0.71 0.89 0.142
H -0.84 3.43 -2.51 0.066
H -1.62 0.46 -1.68 0.096
```

Lowest unoccupied orbital energy: 0.46 eV
Maximum force: 8.83 eV/A
Kohn-Sham gap: 10.5 eV
Net charge: 0
Energy relative to the best compared isomer or geometry (same formula, charge and spin): 101.9 kcal per mole
HOMO energy: -10.0 eV

Here is a gas-phase ion, C5H11NOS (charge -1) from the Open Molecules 2025 dataset. Energies are from wB97M-V/def2-TZVPD.

Geometry as XYZ:
```
19
Properties=species:S:1:pos:R:3:lowdin_spin:R:1
S 1.44 -1.63 1.09 0.430
O -1.25 2.16 -0.22 0.009
N -0.70 -0.11 -0.76 0.008
C 0.60 1.16 0.93 0.047
C -1.94 -0.75 -0.21 0.074
C 1.81 0.14 0.69 0.095
C -0.55 1.21 -0.03 0.020
C -0.82 0.01 -2.36 0.083
H 0.14 0.87 1.89 0.010
H 2.65 0.48 1.26 0.013
H -0.51 -0.86 -2.78 0.038
H 1.89 -0.01 -0.43 0.022
H -2.13 -1.64 -0.76 0.028
H -2.77 -0.01 -0.35 0.004
H 1.03 -2.16 -0.06 0.082
H -1.95 0.29 -2.45 0.006
H 1.02 2.10 1.23 0.005
H -0.26 0.94 -2.75 0.011
H -1.96 -1.03 0.76 0.016
```

Lowest unoccupied orbital energy (alpha / beta): 2.93 / 3.32 eV
Maximum force: 6.85 eV/A
Kohn-Sham gap (alpha / beta): 2.0 / 8.6 eV
Net charge: -1
Spin multiplicity: 2
Energy relative to the best compared isomer or geometry (same formula, charge and spin): 49.9 kcal per mole
<S²>: 0.7518
HOMO energy (alpha / beta): 1.0 / -5.3 eV

Q: Which of these has the lowest energy relative to the best compared isomer or geometry (same formula, charge and spin)?
A: number 6

Q: What is the formula in the seventh record?
A: C5H11NO2

Q: Which of these has the lowest energy relative to the best compared isomer or geometry (same formula, charge and spin)?
A: number 6